ORCA calculation (ωB97M-V/def2-TZVPD) on an isolated ion of composition C4H11N2O2 and charge +1 in a non-equilibrium geometry.

Calculated values
Energy relative to the best compared isomer or geometry (same formula, charge and spin), kcal/mol: 79.5
HOMO energy, eV: -14.54
Lowest unoccupied orbital energy, eV: -2.864
Total charge: +1

Atoms and positions in Å:
C 0.779 0.542 -2.090
N 0.546 0.096 -0.667
C 0.803 1.215 0.503
O 1.477 0.722 1.608
N -0.678 1.203 0.682
C -0.876 0.044 -0.203
C -1.142 -1.383 0.503
O -0.375 -1.529 1.660
H -0.059 1.298 -2.352
H 1.653 1.121 -2.109
H 0.631 -0.278 -2.839
H 1.070 -0.677 -0.662
H 1.236 2.194 0.407
H 1.189 -0.017 2.114
H -0.856 0.852 1.668
H -1.524 0.074 -1.106
H -0.870 -2.184 -0.254
H -2.218 -1.442 0.663
H -0.786 -1.851 2.472

Atomic partial charges in e from the Mulliken method, atoms 1 to 5: -0.970, 0.082, -0.052, -0.493, -0.442